(1)
DFT (ωB97M-V/def2-TZVPD) results for a single C4H9N molecule at a distorted geometry.

Results
SMILES string = C=CCNC
Max |F| = 0.0929 hartree/bohr
LUMO level = 1.20 eV

```
14
Properties=species:S:1:pos:R:3:nbo_charge:R:1
C 1.09 2.37 0.36 -0.4269
C 0.67 1.11 0.62 -0.1682
C -0.54 0.40 0.16 -0.2725
N 0.20 -0.93 -0.39 -0.6390
C -0.74 -2.08 -0.45 -0.4240
H 2.10 2.59 0.51 0.2091
H 0.22 3.02 0.00 0.1968
H 1.30 0.37 1.02 0.2024
H -1.08 0.91 -0.58 0.1894
H -1.16 0.09 1.02 0.2006
H 0.68 -0.67 -1.28 0.3610
H -1.17 -2.06 0.49 0.1889
H -0.02 -3.00 -0.29 0.2006
H -1.53 -2.12 -1.18 0.1816
```

=====

(2)
DFT (ωB97M-V/def2-TZVPD) results for a single C4H9N molecule at a distorted geometry.

Results
SMILES string = C=CCNC
Max |F| = 0.0332 hartree/bohr
LUMO level = 1.18 eV

```
14
Properties=species:S:1:pos:R:3:nbo_charge:R:1
C 1.61 0.07 -1.43 -0.3731
C 0.51 0.59 -0.90 -0.1862
C 0.21 0.91 0.52 -0.2517
N -0.42 -0.19 1.23 -0.6522
C -1.29 -1.13 0.54 -0.4190
H 1.73 0.07 -2.50 0.1966
H 2.52 -0.02 -0.84 0.1914
H -0.19 0.98 -1.64 0.1916
H -0.43 1.80 0.51 0.1642
H 1.09 1.26 1.09 0.1948
H -0.62 -0.08 2.20 0.3729
H -2.21 -1.30 1.11 0.1852
H -0.84 -2.12 0.56 0.1866
H -1.68 -0.82 -0.43 0.1991
```

=====

(3)
DFT (ωB97M-V/def2-TZVPD) results for a gas-phase ion, C4H9N2 (charge +1) at a distorted geometry.

Results
SMILES string = C=CN(C)C=[NH2+]
Max |F| = 0.0271 hartree/bohr
Net charge = +1
LUMO level = -3.76 eV

```
15
Properties=species:S:1:pos:R:3:nbo_charge:R:1
C 2.03 -0.84 0.23 -0.3689
C 1.45 0.23 -0.27 -0.0373
N 0.06 0.32 -0.16 -0.3441
C -0.60 1.58 0.09 -0.4392
C -0.57 -0.82 -0.23 0.3911
N -1.86 -0.96 0.02 -0.7173
H 3.09 -0.99 0.12 0.2429
H 1.52 -1.57 0.83 0.2062
H 1.96 1.04 -0.79 0.2405
H 0.14 2.38 0.07 0.2550
H -1.07 1.58 1.08 0.2281
H -1.36 1.79 -0.67 0.2332
H -0.03 -1.69 -0.56 0.2439
H -2.43 -0.19 0.36 0.4254
H -2.32 -1.85 -0.11 0.4406
```

=====

(4)
DFT (ωB97M-V/def2-TZVPD) results for a molecular structure, C4H9N2 at a distorted geometry.

Results
Max |F| = 0.0958 hartree/bohr
Net charge = +1
LUMO level = -4.21 eV

```
15
Properties=species:S:1:pos:R:3:nbo_charge:R:1
C -0.26 -1.47 -0.55 0.0547
C -0.61 -0.01 -0.43 -0.1563
C 0.73 -0.08 0.39 -0.0474
C 1.90 0.83 -0.19 -0.5971
N 0.81 -1.49 0.17 -0.2797
N -1.80 0.15 0.45 -0.6636
H -0.74 -2.23 -1.04 0.2103
H -0.68 0.55 -1.29 0.2393
H 0.59 0.21 1.55 0.2034
H 2.11 0.63 -1.25 0.2283
H 2.69 0.56 0.36 0.2321
H 1.55 1.94 -0.12 0.2239
H -1.87 1.11 0.67 0.4473
H -1.70 -0.50 1.23 0.4532
H -2.72 -0.20 0.06 0.4518
```

=====

(5)
DFT (ωB97M-V/def2-TZVPD) results for a gas-phase ion, C4H9N2 (charge +1) at a distorted geometry.

Results
SMILES string = C/C=C/NC=[NH2+]
Max |F| = 0.0736 hartree/bohr
Net charge = +1
LUMO level = -3.94 eV

```
15
Properties=species:S:1:pos:R:3:nbo_charge:R:1
C -0.93 -2.03 1.05 -0.6501
C 0.12 -1.00 1.03 -0.0930
C 0.02 -0.01 0.14 -0.1277
N 0.93 1.07 0.17 -0.4851
C 0.90 2.01 -0.76 0.3823
N 0.39 1.95 -1.99 -0.7157
H -1.55 -1.46 1.72 0.2488
H -0.84 -3.07 1.30 0.2592
H -1.41 -2.03 0.04 0.2167
H 0.91 -0.97 1.75 0.2177
H -0.68 -0.13 -0.74 0.2113
H 1.53 1.21 0.94 0.4399
H 1.56 2.85 -0.51 0.2292
H -0.22 1.17 -2.21 0.4221
H 0.32 2.80 -2.53 0.4445
```

=====

(6)
DFT (ωB97M-V/def2-TZVPD) results for 2 unconnected molecules or ions with the total composition C4H9N2 at a distorted geometry.

Results
Max |F| = 0.0757 hartree/bohr
Net charge = +1
LUMO level = -4.35 eV

```
15
Properties=species:S:1:pos:R:3:nbo_charge:R:1
C 0.65 -0.42 -0.12 0.3830
C -1.48 -0.27 -0.32 0.4717
C 1.34 0.26 -1.18 -0.7656
C -1.57 0.59 0.87 -0.6991
N -2.45 -0.85 -0.79 -0.5481
N 1.06 -1.10 0.90 -0.6942
H 2.36 0.66 -0.80 0.2657
H 0.58 1.02 -1.58 0.2749
H 1.76 -0.38 -1.88 0.2957
H -1.39 -0.11 1.78 0.2452
H -2.58 1.12 0.82 0.2711
H -0.83 1.29 0.89 0.2255
H -2.65 -1.60 -1.41 0.4296
H 0.49 -1.44 1.66 0.4282
H 2.07 -1.37 1.11 0.4167
```

=====

(7)
DFT (ωB97M-V/def2-TZVPD) results for 2 unconnected molecules or ions with the total composition C4H9N2 at a distorted geometry.

Results
Max |F| = 0.1074 hartree/bohr
Net charge = +1
LUMO level = -3.82 eV

```
15
Properties=species:S:1:pos:R:3:nbo_charge:R:1
C -1.53 1.14 1.00 -0.4628
C -2.09 0.58 0.02 -0.0965
C 1.28 -0.69 0.13 0.3660
C -0.77 -0.79 -1.04 -0.2330
N 2.49 -0.23 0.32 -0.7494
N 0.52 -0.27 -0.81 -0.4969
H -2.09 1.91 1.47 0.2454
H -0.60 0.78 1.35 0.1923
H -3.02 0.72 -0.46 0.2100
H 0.98 -1.56 0.67 0.2380
H -1.16 -0.44 -1.90 0.2186
H -1.10 -1.67 -0.62 0.2302
H 3.13 -0.47 1.15 0.4523
H 3.05 0.50 -0.29 0.4460
H 0.66 0.53 -1.40 0.4399
```

=====

(8)
DFT (ωB97M-V/def2-TZVPD) results for a gas-phase ion, C4H9N2 (charge +1) at a distorted geometry.

Results
SMILES string = C=N[N+]1(C)CC1
Max |F| = 0.0648 hartree/bohr
Net charge = +1
LUMO level = -3.22 eV

```
15
Properties=species:S:1:pos:R:3:nbo_charge:R:1
C 2.13 0.44 0.30 -0.0039
N 0.98 0.82 0.08 -0.2801
N -0.18 0.02 0.07 -0.0906
C -0.06 -1.37 -0.07 -0.4419
C -1.15 0.62 -0.82 -0.2117
C -1.35 0.90 0.66 -0.1670
H 3.00 1.15 0.20 0.2364
H 2.44 -0.53 0.57 0.1796
H -1.08 -1.69 -0.14 0.2329
H 0.26 -1.59 -1.13 0.2412
H 0.48 -1.98 0.63 0.2566
H -1.70 -0.22 -1.28 0.2477
H -0.86 1.49 -1.38 0.2738
H -0.77 1.65 1.17 0.2728
H -2.13 0.28 1.14 0.2542
```

=====

(9)
DFT (ωB97M-V/def2-TZVPD) results for 2 unconnected molecules or ions with the total composition C4H9N2 at a distorted geometry.

Results
Max |F| = 0.0679 hartree/bohr
Net charge = +1
LUMO level (alpha / beta) = -7.54 / -5.41 eV

```
15
Properties=species:S:1:pos:R:3:nbo_charge:R:1
C 0.99 -0.92 -0.79 0.1059
C 0.76 0.54 -0.30 0.3355
C 1.37 1.70 0.29 -0.7336
C -2.88 0.13 0.28 -0.1533
N -0.31 -0.11 -0.49 -0.2959
N 1.30 -2.03 0.01 -0.7488
H 0.91 -1.04 -1.82 0.2126
H 1.26 2.57 -0.33 0.2920
H 2.53 1.73 0.31 0.2952
H 0.78 1.88 1.20 0.2771
H -2.64 -0.95 0.18 0.2090
H -3.25 0.40 1.22 0.1817
H -2.86 0.85 -0.51 0.2016
H 0.76 -2.96 -0.25 0.4279
H 1.28 -1.79 1.00 0.3932
```

=====

(10)
DFT (ωB97M-V/def2-TZVPD) results for a molecular structure, C4H9N2 at a distorted geometry.

Results
Max |F| = 0.0955 hartree/bohr
Net charge = +1
LUMO level (alpha / beta) = -3.93 / -4.05 eV

```
15
Properties=species:S:1:pos:R:3:nbo_charge:R:1
C 0.79 1.02 -1.21 -0.3059
C 1.36 -0.01 -0.26 -0.3050
C -0.59 0.05 1.26 -0.0513
C -0.97 -0.68 -0.60 0.1521
N -1.71 -0.31 0.48 -0.5727
N 0.26 -0.68 0.31 -0.3801
H 0.13 1.67 -0.80 0.1720
H 1.11 1.16 -2.18 0.2152
H 1.91 -0.74 -0.93 0.2486
H 2.03 0.32 0.57 0.2384
H -0.20 1.16 1.29 0.2095
H -0.83 -0.12 2.36 0.2565
H -1.21 -1.33 -1.40 0.2342
H -2.67 0.05 0.45 0.4430
H 0.62 -1.56 0.67 0.4455
```

=====

(11)
DFT (ωB97M-V/def2-TZVPD) results for 2 unconnected molecules or ions with the total composition C4H9N2 at a distorted geometry.

Results
Max |F| = 0.0545 hartree/bohr
Net charge = +1
LUMO level = -4.65 eV

```
15
Properties=species:S:1:pos:R:3:nbo_charge:R:1
C -0.34 1.10 -0.05 0.4195
C -0.12 -1.21 0.07 0.3202
C 0.96 -1.41 1.01 -0.7601
C -0.97 -1.71 -0.75 -0.4672
N -1.04 2.21 0.28 -0.7769
N 0.75 1.31 -0.75 -0.7679
H 1.07 -0.57 1.69 0.2852
H 1.90 -1.56 0.48 0.2604
H 0.74 -2.29 1.62 0.2891
H -1.89 2.15 0.81 0.4313
H -0.98 -2.79 -0.93 0.2782
H -1.70 -1.16 -1.32 0.2762
H -0.73 3.12 -0.05 0.4005
H 1.33 0.56 -1.07 0.4179
H 1.03 2.25 -1.02 0.3936
```

=====

(12)
DFT (ωB97M-V/def2-TZVPD) results for 2 unconnected molecules or ions with the total composition C4H9N2 at a distorted geometry.

Results
Max |F| = 0.1061 hartree/bohr
Net charge = +1
LUMO level = -4.07 eV

```
15
Properties=species:S:1:pos:R:3:nbo_charge:R:1
C 0.45 1.56 0.25 -0.1267
C -0.63 1.35 -0.52 -0.1884
C 0.59 0.19 0.65 -0.0648
C -0.56 -0.14 -0.40 -0.1623
N 2.18 -0.51 -0.42 -0.8470
N -1.69 -0.92 0.15 -0.6961
H 0.98 2.38 0.58 0.2380
H -1.35 1.90 -1.11 0.2417
H 0.68 -0.39 1.61 0.2489
H -0.07 -0.52 -1.33 0.2762
H 2.21 -1.48 -0.19 0.3357
H 3.03 -0.09 0.06 0.3625
H -2.27 -0.17 0.51 0.4649
H -1.27 -1.71 0.69 0.4662
H -2.28 -1.45 -0.52 0.4512
```